1.
C2H4N2O in the gas phase at a distorted geometry. Source: the OMol25 dataset; level of theory: wB97M-V/def2-TZVPD.

As for the energy above the lowest of the compared OMol25 structures with the same formula, charge and spin: 40.3 kcal/mol. As for the gap between HOMO and LUMO: 10.3 eV. The value obtained for the HOMO energy is -9.64 eV. The SMILES is C=NNC=O.

CARTESIAN COORDINATES (ANGSTROEM)
C (0.534, -0.125, -1.207)
H (-0.546, -0.281, -1.301)
H (-1.201, 1.009, 0.283)
H (-1.827, -0.144, 1.826)
H (1.886, -0.160, 0.272)
C (-1.081, 0.115, 0.999)
O (1.282, 0.136, -2.085)
N (0.069, -0.439, 1.138)
N (0.884, -0.111, 0.076)

Results of the Löwdin charge analysis, in e, for atoms 1 through 2: C -0.4202; H 0.1202



2.
2 unconnected molecules or ions with the total composition C2H4N2O at a distorted geometry. Source: the OMol25 dataset; level of theory: wB97M-V/def2-TZVPD.

As for the energy above the lowest of the compared OMol25 structures with the same formula, charge and spin: 69.3 kcal/mol. As for the gap between HOMO and LUMO: 9.0 eV. The value obtained for the HOMO energy is -8.05 eV.

CARTESIAN COORDINATES (ANGSTROEM)
H (-2.351, 1.059, 0.120)
N (-0.630, -0.053, 0.507)
H (-0.589, 0.384, 1.444)
C (2.615, 0.587, -0.223)
N (0.406, -0.820, 0.377)
C (-1.614, 0.304, -0.305)
H (-1.612, 0.101, -1.411)
H (0.365, -1.345, -0.473)
O (3.412, -0.218, -0.036)

Results of the Löwdin charge analysis, in e, for atoms 1 through 2: H 0.0718; N -0.2395



3.
C2H4N2O in the gas phase at a distorted geometry. Source: the OMol25 dataset; level of theory: wB97M-V/def2-TZVPD.

As for the energy above the lowest of the compared OMol25 structures with the same formula, charge and spin: 126.6 kcal/mol. As for the gap between HOMO and LUMO (alpha / beta): 10.1 / 7.2 eV. The value obtained for the HOMO energy (alpha / beta) is -10.13 / -8.32 eV.

CARTESIAN COORDINATES (ANGSTROEM)
O (1.007, 1.115, 0.953)
H (-1.474, -0.301, 0.685)
C (1.097, -0.788, -0.281)
H (0.362, -1.660, -0.656)
N (0.316, 0.341, 0.258)
H (-1.297, 1.505, 0.286)
C (-1.094, 0.466, -0.025)
H (-1.195, 0.026, -1.106)
N (2.279, -0.704, -0.113)

Results of the Löwdin charge analysis, in e, for atoms 1 through 2: O -0.0233; H 0.0946



4.
A molecular structure, C2H4N2O at a distorted geometry. Source: the OMol25 dataset; level of theory: wB97M-V/def2-TZVPD.

As for the energy above the lowest of the compared OMol25 structures with the same formula, charge and spin: 88.5 kcal/mol. As for the gap between HOMO and LUMO: 9.8 eV. The value obtained for the HOMO energy is -9.21 eV.

CARTESIAN COORDINATES (ANGSTROEM)
H (-2.035, -1.382, 0.865)
C (1.787, -0.136, 0.453)
O (2.614, -0.703, -0.168)
N (-1.573, -1.074, -0.012)
H (0.106, 1.290, -0.987)
H (0.343, -0.234, -1.471)
H (1.774, 0.267, 1.531)
N (-0.894, -0.103, 0.340)
C (0.116, 0.321, -0.592)

Results of the Löwdin charge analysis, in e, for atoms 1 through 2: H 0.0570; C -0.1102



5.
C2H4N2O in the gas phase at a distorted geometry. Source: the OMol25 dataset; level of theory: wB97M-V/def2-TZVPD.

As for the energy above the lowest of the compared OMol25 structures with the same formula, charge and spin: 18.9 kcal/mol. The spin multiplicity is 3. As for the gap between HOMO and LUMO (alpha / beta): 7.2 / 6.2 eV. The value obtained for the HOMO energy (alpha / beta) is -6.30 / -9.68 eV.

CARTESIAN COORDINATES (ANGSTROEM)
O (-0.377, -0.822, -1.931)
N (0.779, -0.054, 1.294)
C (-0.150, -0.213, -0.965)
N (-0.934, 1.230, -0.438)
H (-1.959, 1.353, -0.666)
H (-0.616, 1.361, 0.470)
C (0.682, -0.719, 0.231)
H (1.400, -0.318, 1.967)
H (1.173, -1.819, 0.038)

Results of the Löwdin charge analysis, in e, for atoms 1 through 2: O 0.1102; N 0.0333



6.
2 unconnected molecules or ions with the total composition C2H4N2O at a distorted geometry. Source: the OMol25 dataset; level of theory: wB97M-V/def2-TZVPD.

As for the energy above the lowest of the compared OMol25 structures with the same formula, charge and spin: 24.3 kcal/mol. The spin multiplicity is 3. As for the gap between HOMO and LUMO (alpha / beta): 7.0 / 7.5 eV. The value obtained for the HOMO energy (alpha / beta) is -6.44 / -9.69 eV.

CARTESIAN COORDINATES (ANGSTROEM)
H (1.021, -2.276, -0.084)
N (-0.515, 1.485, 0.218)
N (0.330, -1.747, 0.450)
H (-0.387, 2.024, -0.610)
O (-2.777, 0.019, 0.148)
C (-0.565, -1.108, -0.281)
H (-0.601, -1.260, -1.326)
C (-1.634, -0.222, 0.065)
H (0.369, 1.280, 0.625)

Results of the Löwdin charge analysis, in e, for atoms 1 through 2: H 0.0294; N 0.1898



7.
A gas-phase ion, C2H4N2O2 (charge -2) at a distorted geometry. Source: the OMol25 dataset; level of theory: wB97M-V/def2-TZVPD.

As for the energy above the lowest of the compared OMol25 structures with the same formula, charge and spin: 10.5 kcal/mol. As for the gap between HOMO and LUMO: 6.2 eV. Its charge is -2. The value obtained for the HOMO energy is 1.63 eV. The SMILES is [O-]CC/N=N/[O-].

CARTESIAN COORDINATES (ANGSTROEM)
H (-0.176, -1.413, -0.615)
N (-2.454, 1.184, 0.016)
C (-0.221, 0.779, 0.050)
C (0.424, -0.770, -0.013)
O (-3.590, 1.186, 0.620)
H (0.217, -1.126, 0.962)
O (1.679, -0.790, -0.519)
N (-1.419, 0.748, 0.844)
H (-0.411, 1.359, -0.924)
H (0.405, 1.378, 0.627)

Results of the Löwdin charge analysis, in e, for atoms 1 through 2: H 0.0331; N -0.2866



8.
2 unconnected molecules or ions with the total composition C2H4N2O2 at a distorted geometry. Source: the OMol25 dataset; level of theory: wB97M-V/def2-TZVPD.

As for the energy above the lowest of the compared OMol25 structures with the same formula, charge and spin: 30.2 kcal/mol. As for the gap between HOMO and LUMO: 11.3 eV. The value obtained for the HOMO energy is -10.41 eV. The SMILES is N=C=O.NC=O.

CARTESIAN COORDINATES (ANGSTROEM)
O (1.682, -1.131, 1.871)
H (0.071, 0.715, -0.915)
C (-1.344, -0.258, 0.100)
C (1.428, -0.499, 0.922)
N (-0.949, 0.564, -0.872)
H (-1.614, 0.978, -1.503)
O (-0.596, -0.805, 0.912)
N (1.546, 0.235, -0.088)
H (-2.422, -0.452, 0.168)
H (2.520, 0.473, -0.221)

Results of the Löwdin charge analysis, in e, for atoms 1 through 2: O 0.1581; H 0.0568



9.
C2H4N2O2 in the gas phase at a distorted geometry. Source: the OMol25 dataset; level of theory: wB97M-V/def2-TZVPD.

As for the energy above the lowest of the compared OMol25 structures with the same formula, charge and spin: 197.0 kcal/mol. As for the gap between HOMO and LUMO: 10.7 eV. The value obtained for the HOMO energy is -9.90 eV. The SMILES is O/N=C\C=N/O.

CARTESIAN COORDINATES (ANGSTROEM)
O (1.636, -0.548, -0.738)
C (-0.470, -0.379, 0.804)
H (-0.298, -1.233, 1.693)
H (-1.327, -0.720, -1.176)
H (2.069, -0.827, -1.391)
H (-0.494, 2.531, 0.847)
N (-0.514, 0.722, 1.412)
O (-0.451, 1.809, 0.508)
C (-0.629, -0.631, -0.570)
N (0.476, -0.725, -1.389)

Results of the Löwdin charge analysis, in e, for atoms 1 through 2: O 0.0392; C -0.1964



10.
C2H4N2O2 in the gas phase at a distorted geometry. Source: the OMol25 dataset; level of theory: wB97M-V/def2-TZVPD.

As for the energy above the lowest of the compared OMol25 structures with the same formula, charge and spin: 69.4 kcal/mol. As for the gap between HOMO and LUMO: 10.4 eV. The value obtained for the HOMO energy is -9.75 eV. The SMILES is [H]/N=C(/N)OC=O.

CARTESIAN COORDINATES (ANGSTROEM)
C (1.610, -0.496, 0.001)
O (0.348, -0.697, -0.344)
H (-2.589, 0.201, 0.136)
N (-1.703, -0.408, 0.074)
H (-1.806, -1.551, -0.153)
H (0.681, 1.892, 0.092)
H (2.117, -1.401, 0.591)
O (2.255, 0.433, -0.079)
N (-0.350, 1.645, -0.082)
C (-0.563, 0.384, -0.237)

Results of the Löwdin charge analysis, in e, for atoms 1 through 2: C -0.4235; O 0.0095



11.
C2H4N2O2 in the gas phase at a distorted geometry. Source: the OMol25 dataset; level of theory: wB97M-V/def2-TZVPD.

As for the energy above the lowest of the compared OMol25 structures with the same formula, charge and spin: 113.7 kcal/mol. As for the gap between HOMO and LUMO: 10.1 eV. The value obtained for the HOMO energy is -9.30 eV. The SMILES is N/N=C\OC=O.

CARTESIAN COORDINATES (ANGSTROEM)
H (0.953, 1.308, -0.546)
N (1.118, -0.651, 0.151)
H (2.592, 0.576, 0.285)
O (-0.775, 1.359, 0.340)
C (-1.410, 0.460, -0.139)
H (-0.285, -1.991, 0.846)
C (-0.011, -1.276, 0.078)
N (1.754, 0.469, -0.311)
O (-1.394, -0.909, -0.215)
H (-2.542, 0.655, -0.488)

Results of the Löwdin charge analysis, in e, for atoms 1 through 2: H 0.1691; N -0.0575



12.
C2H4N2O2 in the gas phase at a distorted geometry. Source: the OMol25 dataset; level of theory: wB97M-V/def2-TZVPD.

As for the energy above the lowest of the compared OMol25 structures with the same formula, charge and spin: 79.3 kcal/mol. As for the gap between HOMO and LUMO: 10.5 eV. The value obtained for the HOMO energy is -10.00 eV. The SMILES is [H]/N=C/N(O)C=O.

CARTESIAN COORDINATES (ANGSTROEM)
H (1.881, 1.018, -0.165)
N (-1.945, -0.119, 0.027)
C (-0.915, -0.859, -0.012)
H (1.717, -1.521, 0.759)
O (0.085, 1.983, -0.008)
N (0.372, -0.344, 0.130)
H (-0.825, -1.941, -0.178)
O (1.388, -1.278, -0.136)
C (0.781, 0.981, -0.021)
H (-2.746, -0.688, -0.159)

Results of the Löwdin charge analysis, in e, for atoms 1 through 2: H 0.1403; N 0.1297



13.
C2H4N2O2 in the gas phase at a distorted geometry. Source: the OMol25 dataset; level of theory: wB97M-V/def2-TZVPD.

As for the energy above the lowest of the compared OMol25 structures with the same formula, charge and spin: 153.0 kcal/mol. As for the gap between HOMO and LUMO: 9.5 eV. The value obtained for the HOMO energy is -9.64 eV. The SMILES is O/N=C\C=N\O.

CARTESIAN COORDINATES (ANGSTROEM)
H (0.930, 1.517, -0.051)
H (-2.710, -1.692, 0.148)
N (1.187, -0.689, -0.019)
C (-0.895, 0.641, -0.075)
C (0.576, 0.495, 0.090)
H (-0.842, 1.724, -0.016)
N (-1.988, 0.028, -0.182)
O (-1.709, -1.380, 0.006)
O (2.565, -0.770, -0.161)
H (2.887, 0.125, 0.260)

Results of the Löwdin charge analysis, in e, for atoms 1 through 2: H 0.1014; H 0.1519



14.
C2H4N2O2 in the gas phase at a distorted geometry. Source: the OMol25 dataset; level of theory: wB97M-V/def2-TZVPD.

As for the energy above the lowest of the compared OMol25 structures with the same formula, charge and spin: 92.7 kcal/mol. As for the gap between HOMO and LUMO: 10.0 eV. The value obtained for the HOMO energy is -10.23 eV. The SMILES is CN(C=O)N=O.

CARTESIAN COORDINATES (ANGSTROEM)
C (-0.048, 0.614, 0.046)
H (0.511, 0.943, -0.714)
H (0.566, 0.725, 0.981)
O (-2.283, -0.641, -0.997)
O (1.653, -1.181, 0.999)
H (0.331, -2.674, 0.603)
N (-1.369, -1.380, -0.578)
H (-1.080, 1.033, 0.044)
C (0.627, -1.634, 0.509)
N (-0.356, -0.763, 0.032)

Results of the Löwdin charge analysis, in e, for atoms 1 through 2: C -0.0116; H 0.0566



15.
C2H4N2O2 in the gas phase at a distorted geometry. Source: the OMol25 dataset; level of theory: wB97M-V/def2-TZVPD.

As for the energy above the lowest of the compared OMol25 structures with the same formula, charge and spin: 137.0 kcal/mol. As for the gap between HOMO and LUMO: 9.6 eV. The value obtained for the HOMO energy is -9.82 eV. The SMILES is O/N=C\C=N\O.

CARTESIAN COORDINATES (ANGSTROEM)
N (-0.205, 1.056, -0.016)
O (-1.324, -1.283, -0.689)
C (0.723, 0.342, 0.414)
H (1.655, 0.854, 0.641)
C (0.620, -1.049, 0.545)
H (1.444, -1.752, 1.011)
H (-1.138, -0.283, -0.546)
H (-0.239, 2.876, -0.617)
N (-0.273, -1.848, 0.057)
O (0.519, 2.294, -0.127)

Results of the Löwdin charge analysis, in e, for atoms 1 through 2: N 0.0064; O -0.0611



16.
C2H4N2O2 in the gas phase. Source: the OMol25 dataset; level of theory: wB97M-V/def2-TZVPD.

As for the energy above the lowest of the compared OMol25 structures with the same formula, charge and spin: 71.7 kcal/mol. As for the gap between HOMO and LUMO: 9.7 eV. The value obtained for the HOMO energy is -9.09 eV.

CARTESIAN COORDINATES (ANGSTROEM)
C (-0.664, 0.076, 0.125)
H (-2.545, -0.242, -0.536)
C (0.905, -0.463, 0.360)
O (0.071, 0.736, 0.964)
H (2.311, -0.669, -1.021)
H (1.396, 0.731, -1.216)
O (1.098, -1.450, 1.029)
N (-1.968, 0.292, 0.092)
N (1.803, 0.075, -0.562)
H (-2.406, 0.915, 0.766)

Results of the Löwdin charge analysis, in e, for atoms 1 through 2: C -0.2491; H 0.1088



17.
A gas-phase ion, C2H4N2O2S (charge -2) at a distorted geometry. Source: the OMol25 dataset; level of theory: wB97M-V/def2-TZVPD.

As for the energy above the lowest of the compared OMol25 structures with the same formula, charge and spin: 12.3 kcal/mol. As for the gap between HOMO and LUMO: 5.7 eV. Its charge is -2. The value obtained for the HOMO energy is 0.39 eV. The SMILES is O=NN([O-])CC[S-].

CARTESIAN COORDINATES (ANGSTROEM)
O (-0.455, -0.759, -1.772)
C (-0.682, 1.151, 0.531)
H (-1.269, 1.174, -0.491)
H (-1.300, 0.784, 1.297)
O (0.313, -3.166, -0.767)
H (1.361, 0.764, -0.470)
H (0.923, -0.084, 1.023)
N (0.532, -1.978, -0.075)
N (0.125, -0.907, -0.594)
S (-0.118, 2.791, 1.176)
C (0.570, 0.230, 0.142)

Results of the Löwdin charge analysis, in e, for atoms 1 through 2: O -0.2123; C -0.7346



18.
C2H4N2O2S in the gas phase at a distorted geometry. Source: the OMol25 dataset; level of theory: wB97M-V/def2-TZVPD.

As for the energy above the lowest of the compared OMol25 structures with the same formula, charge and spin: 77.8 kcal/mol. As for the gap between HOMO and LUMO: 10.1 eV. The value obtained for the HOMO energy is -9.30 eV. The SMILES is O[C@]12CNSN1O2.

CARTESIAN COORDINATES (ANGSTROEM)
O (-1.007, 0.792, 1.579)
S (0.157, 1.653, -1.935)
H (0.485, -1.184, -0.036)
C (-0.779, 0.636, 0.255)
N (-0.859, 1.748, -0.613)
H (0.252, -0.503, -2.101)
C (0.489, -0.189, -0.107)
H (-1.826, 1.301, 1.797)
H (1.233, 0.321, 0.496)
N (0.826, 0.068, -1.510)
O (-1.890, 0.531, -0.574)

Results of the Löwdin charge analysis, in e, for atoms 1 through 2: O 0.0833; S 0.9334



19.
C2H4N2O3 in the gas phase at a distorted geometry. Source: the OMol25 dataset; level of theory: wB97M-V/def2-TZVPD.

As for the energy above the lowest of the compared OMol25 structures with the same formula, charge and spin: 190.7 kcal/mol. As for the gap between HOMO and LUMO: 8.8 eV. The value obtained for the HOMO energy is -9.84 eV.

CARTESIAN COORDINATES (ANGSTROEM)
H (-1.622, 1.488, 1.927)
C (0.898, 1.136, -0.037)
N (-0.231, 0.641, -0.701)
O (-0.984, 2.041, 1.434)
N (0.558, -0.389, -0.676)
O (1.852, 1.840, -0.218)
H (-0.847, -1.708, -1.487)
C (-0.037, -1.720, -0.754)
O (0.111, 1.120, 1.367)
H (0.732, -2.425, -1.073)
H (-0.430, -2.023, 0.218)

Results of the Löwdin charge analysis, in e, for atoms 1 through 2: H 0.1025; C -0.5049



20.
C2H4N2O3 in the gas phase at a distorted geometry. Source: the OMol25 dataset; level of theory: wB97M-V/def2-TZVPD.

As for the energy above the lowest of the compared OMol25 structures with the same formula, charge and spin: 117.7 kcal/mol. As for the gap between HOMO and LUMO (alpha / beta): 8.1 / 8.6 eV. The value obtained for the HOMO energy (alpha / beta) is -8.79 / -8.30 eV. The SMILES is N/C(=N/O)C(=O)O.

CARTESIAN COORDINATES (ANGSTROEM)
O (1.414, -1.475, -0.843)
N (-1.306, -1.098, 0.320)
H (-0.572, 2.941, 0.414)
H (2.361, -1.332, -1.011)
C (-0.426, -0.112, -0.071)
O (1.688, 0.683, -0.165)
O (-0.437, 2.184, -0.183)
C (0.925, -0.275, -0.495)
H (-0.969, -1.784, 0.985)
N (-0.402, 1.105, 0.633)
H (-2.276, -0.837, 0.415)

Results of the Löwdin charge analysis, in e, for atoms 1 through 2: O 0.1152; N 0.1328